Below is 4 unconnected molecules or ions with the total composition C2H11O4, with properties calculated with the ωB97M-V functional and the def2-TZVPD basis.

XYZ file:
```
17
Properties=species:S:1:pos:R:3
C -0.13460 0.19923 -0.90694
O 0.10951 -0.28864 0.38074
C -1.59161 -0.11126 -1.32838
H 0.49734 -0.39642 -1.59611
H 0.04518 1.27684 -1.03502
H -1.74459 0.12243 -2.39581
H -2.27765 0.51336 -0.75229
H -1.81569 -1.15483 -1.12907
H 2.47419 -1.98139 0.36536
H 1.02204 -1.67830 0.25037
O 1.68537 -2.38716 -0.01714
H -1.86022 1.65154 1.68330
H -0.85342 0.39265 1.51856
O -1.57598 0.82559 2.07082
H 1.96715 1.47049 1.58385
H 1.66536 0.46138 0.49643
O 2.38760 1.08449 0.81135
```

The calculation puts the orbital gap at 8.6 eV. For the electronic energy, the calculation gives -383.8022 a.u. For the energy above the lowest of the compared OMol25 structures with the same formula, charge and spin, the calculation gives 9.5 kJ/mol. As for the largest force on an atom: 1.90 eV/Å. As for the multiplicity: 1. Its net charge is -1. The calculation puts the LUMO energy at 4.1 eV.